{"formula": "C43H92BrN8O13P", "method": "wB97M-V/def2-TZVPD", "mol_weight_g_mol": 1040.13, "e_tot_ev": -163948.2676, "e_homo_ev": -7.87, "orbital_gap_ha": 0.2933, "symbols": ["C", "C", "C", "C", "C", "C", "C", "C", "C", "C", "C", "C", "O", "Br", "O", "C", "C", "C", "C", "C", "C", "C", "O", "C", "O", "O", "C", "N", "C", "C", "C", "C", "N", "P", "O", "O", "H", "H", "H", "H", "H", "H", "H", "H", "H", "H", "H", "H", "H", "H", "H", "H", "H", "H", "H", "H", "H", "H", "H", "H", "H", "H", "H", "H", "H", "H", "H", "H", "H", "H", "H", "H", "H", "H", "H", "H", "H", "H", "H", "H", "H", "H", "H", "H", "H", "H", "C", "C", "O", "N", "C", "H", "H", "H", "H", "H", "H", "H", "C", "C", "O", "N", "C", "H", "H", "H", "H", "H", "H", "H", "C", "C", "O", "N", "C", "H", "H", "H", "H", "H", "H", "H", "C", "C", "O", "N", "C", "H", "H", "H", "H", "H", "H", "H", "C", "C", "O", "N", "C", "H", "H", "H", "H", "H", "H", "H", "C", "C", "O", "N", "C", "H", "H", "H", "H", "H", "H", "H"], "xyz": [[3.567, -1.646, 2.344], [4.313, -2.717, 1.402], [3.812, -2.624, -0.144], [4.551, -1.461, -0.982], [3.647, -0.124, -1.161], [4.573, 1.163, -1.489], [5.464, 1.565, -0.215], [4.571, 2.097, 1.047], [4.045, 3.560, 0.618], [3.543, 4.453, 1.892], [3.105, 5.927, 1.448], [3.996, 6.603, 0.311], [3.980, 6.285, -0.907], [5.204, 8.111, 0.814], [2.763, 3.765, 2.846], [1.351, 3.675, 2.685], [0.519, 5.003, 3.163], [0.799, 2.994, 1.337], [0.511, 4.011, 0.115], [-0.020, 3.072, -1.113], [0.481, 3.567, -2.559], [-0.685, 4.219, -3.451], [-1.923, 3.445, -3.464], [-3.002, 4.376, -3.273], [-3.367, 4.763, -2.136], [-0.273, 2.039, 1.496], [-1.391, 2.466, 2.272], [-2.207, 3.581, 1.732], [-2.394, 1.182, 2.372], [-3.289, 1.004, 1.029], [-4.716, 1.729, 1.098], [-5.874, 0.877, 1.803], [-6.133, -0.416, 1.079], [5.205, 4.792, 2.860], [5.481, 3.565, 4.026], [6.507, 5.002, 1.772], [2.509, -1.981, 2.610], [3.467, -0.671, 1.727], [4.203, -1.389, 3.259], [5.433, -2.492, 1.447], [4.074, -3.762, 1.811], [2.685, -2.425, -0.133], [4.006, -3.667, -0.594], [5.564, -1.237, -0.493], [4.716, -1.881, -2.043], [2.996, -0.283, -2.099], [2.992, 0.051, -0.237], [3.974, 2.072, -1.834], [5.299, 0.898, -2.348], [6.122, 0.724, 0.187], [6.190, 2.418, -0.515], [3.702, 1.395, 1.280], [5.282, 2.093, 1.940], [3.187, 3.372, -0.137], [4.881, 4.051, 0.023], [2.015, 6.048, 1.138], [3.232, 6.594, 2.387], [1.027, 2.915, 3.504], [0.117, 5.618, 2.294], [-0.324, 4.728, 3.897], [1.269, 5.629, 3.777], [1.676, 2.337, 0.955], [-0.321, 4.762, 0.332], [1.438, 4.545, -0.279], [-1.160, 2.991, -1.090], [0.370, 1.991, -0.980], [0.841, 2.627, -3.122], [1.396, 4.234, -2.423], [-0.294, 4.238, -4.534], [-0.901, 5.296, -3.088], [-3.555, 4.806, -4.190], [-1.157, 2.733, 3.374], [-2.167, 3.639, 0.708], [-2.028, 4.480, 2.192], [-1.791, 0.218, 2.578], [-3.104, 1.348, 3.251], [-3.480, -0.089, 0.753], [-2.684, 1.452, 0.150], [-4.673, 2.770, 1.601], [-5.042, 1.942, 0.009], [-6.848, 1.496, 1.691], [-5.724, 0.754, 2.935], [-5.791, -1.178, 1.678], [-7.151, -0.496, 0.916], [6.386, 3.211, 3.821], [6.694, 4.095, 1.404], [4.086, -6.812, 2.643], [3.626, -6.828, 1.210], [3.203, -5.823, 0.652], [3.690, -8.004, 0.530], [4.153, -9.289, 1.002], [3.974, -5.805, 3.047], [3.477, -7.494, 3.241], [5.140, -7.092, 2.703], [3.363, -7.934, -0.427], [4.984, -9.608, 0.369], [3.335, -10.007, 0.902], [4.480, -9.255, 2.040], [-0.494, -4.066, 1.256], [-0.225, -2.621, 0.938], [0.700, -2.001, 1.454], [-1.045, -1.997, 0.050], [-2.183, -2.541, -0.663], [0.243, -4.420, 1.978], [-1.488, -4.175, 1.695], [-0.408, -4.671, 0.351], [-0.798, -1.029, -0.109], [-1.994, -2.443, -1.733], [-3.064, -1.951, -0.402], [-2.362, -3.587, -0.420], [-5.672, -0.989, -4.276], [-4.477, -1.126, -3.371], [-4.283, -2.127, -2.696], [-3.593, -0.092, -3.314], [-3.632, 1.169, -4.020], [-6.278, -1.893, -4.210], [-6.283, -0.139, -3.966], [-5.347, -0.865, -5.312], [-2.820, -0.263, -2.685], [-2.722, 1.254, -4.617], [-3.649, 1.970, -3.281], [-4.502, 1.254, -4.669], [-3.201, -5.831, 5.385], [-2.564, -4.787, 4.507], [-2.427, -4.948, 3.301], [-2.132, -3.636, 5.090], [-2.199, -3.254, 6.484], [-3.491, -6.687, 4.775], [-2.490, -6.171, 6.141], [-4.097, -5.427, 5.861], [-1.717, -2.988, 4.435], [-2.775, -2.330, 6.558], [-1.182, -3.068, 6.837], [-2.662, -4.022, 7.100], [-5.843, 9.344, -4.970], [-4.674, 8.419, -5.177], [-4.034, 8.403, -6.220], [-4.333, 7.579, -4.160], [-4.953, 7.442, -2.859], [-5.988, 9.946, -5.867], [-6.752, 8.767, -4.790], [-5.647, 10.015, -4.131], [-3.541, 6.993, -4.377], [-4.198, 7.648, -2.098], [-5.294, 6.411, -2.751], [-5.795, 8.119, -2.729], [1.787, -10.083, -2.642], [2.098, -8.648, -2.971], [3.046, -8.056, -2.468], [1.292, -8.005, -3.856], [0.133, -8.518, -4.554], [2.518, -10.455, -1.923], [0.794, -10.160, -2.194], [1.845, -10.697, -3.543], [1.566, -7.047, -4.023], [0.315, -8.434, -5.628], [-0.728, -7.901, -4.290], [-0.074, -9.556, -4.302]], "forces_ev_per_angstrom": [[0.3, 0.5, -0.8], [-0.8, 0.5, 0.0], [0.3, -0.2, 0.8], [-0.7, -0.4, -0.2], [0.8, 0.1, -0.8], [0.7, -0.6, 0.6], [-0.3, 0.5, 0.5], [0.7, 0.4, -1.3], [-1.3, -1.2, 0.1], [2.6, -1.2, -2.8], [0.2, 1.4, 1.3], [-0.4, -1.7, -4.2], [-0.2, 1.3, 5.5], [-0.9, -0.9, 0.0], [-0.5, 0.8, -1.0], [-3.2, -0.9, 1.6], [1.1, 0.0, 0.3], [2.0, 0.6, -1.3], [-1.0, -1.3, -1.0], [0.4, -0.2, 0.0], [-0.8, -1.3, 0.2], [2.0, 1.1, -0.3], [-1.3, 2.5, 0.4], [-0.7, 0.7, 3.3], [1.6, -1.7, -4.3], [0.1, 1.5, 0.9], [-2.4, -1.1, 1.2], [1.0, -0.1, 0.3], [0.1, -0.4, -0.5], [0.2, 0.5, 0.0], [-0.2, 0.4, -0.2], [-0.7, 1.1, -0.5], [0.0, 0.7, 1.0], [-0.2, 3.2, 2.4], [1.3, 0.0, -2.7], [-1.5, -3.2, 0.7], [1.7, 0.5, -0.3], [0.1, -1.5, 1.1], [-1.0, -0.5, -1.1], [-1.4, -0.6, -0.1], [0.6, 1.5, -0.8], [1.5, -0.4, -0.1], [-0.4, 1.7, 0.5], [-1.4, -0.2, -0.8], [0.1, 0.8, 1.6], [0.7, 0.2, 1.6], [0.8, -0.2, -1.4], [0.7, -1.3, 0.5], [-1.2, 0.3, 1.2], [-1.0, 0.9, -0.9], [-1.1, -1.3, 0.5], [1.3, 1.0, -0.2], [-1.2, 0.2, -0.9], [1.4, 0.5, 1.1], [-1.2, -0.2, 1.0], [1.5, -0.5, 0.1], [-0.2, -1.0, -1.5], [1.0, 1.0, -1.4], [0.5, -0.7, 1.2], [1.2, 0.3, -1.3], [-1.2, -0.8, -1.0], [-1.5, 1.0, 0.7], [1.4, -0.9, -0.1], [-1.1, -0.7, 0.9], [1.6, 0.1, -0.1], [-0.6, 1.8, 0.0], [-0.5, 1.5, 0.7], [-1.4, -0.5, -0.5], [-0.7, 0.2, 1.6], [0.4, -1.7, -0.6], [1.1, -1.1, 0.9], [0.1, -0.3, -1.8], [-0.1, 0.1, 0.7], [0.1, -0.6, -0.6], [-0.8, 1.6, -0.3], [1.0, -0.1, -1.1], [0.4, 1.4, 0.6], [-1.0, -0.7, 1.3], [0.2, -1.8, -0.7], [0.3, -0.5, 1.6], [1.6, -0.8, 0.3], [0.1, 0.1, -1.6], [-0.6, 0.2, -0.6], [1.0, -0.3, 0.3], [-1.0, 0.1, 0.5], [0.2, 1.1, -0.2], [0.0, 0.1, 0.2], [-0.2, 0.1, -0.6], [0.1, -0.1, 0.3], [-0.1, 0.4, 0.4], [-0.2, 0.2, -0.5], [0.0, -0.1, -0.2], [0.2, -0.1, 0.0], [-0.1, -0.1, 0.1], [0.1, -0.1, -0.1], [0.0, -0.2, 0.2], [0.2, -0.2, 0.2], [-0.1, 0.1, -0.1], [0.0, 0.1, -0.1], [0.2, 0.2, -0.1], [-0.3, 0.0, 0.0], [0.3, -0.3, 0.4], [0.2, 0.5, 0.0], [0.0, 0.1, -0.1], [0.2, -0.1, -0.2], [-0.1, 0.0, 0.0], [0.0, -0.1, 0.1], [-0.3, -0.2, 0.0], [-0.2, -0.3, -0.2], [0.1, 0.1, 0.0], [-0.2, -0.1, -0.1], [0.3, -0.4, 0.5], [-0.3, 0.1, -0.3], [-0.4, -0.3, -0.1], [0.3, -0.2, 0.3], [0.2, 0.1, 0.1], [0.0, 0.0, -0.2], [-0.1, 0.2, 0.0], [-0.1, 0.1, -0.1], [-0.2, 0.3, -0.1], [-0.1, 0.0, -0.2], [0.0, -0.2, 0.1], [-0.1, -0.2, 0.0], [0.2, 0.2, -0.5], [-0.4, -0.2, 0.5], [-0.2, -0.4, -0.2], [0.2, 0.3, -0.3], [0.1, 0.2, 0.0], [-0.2, 0.1, 0.1], [0.1, -0.1, 0.1], [0.0, -0.1, 0.1], [0.0, -0.1, 0.3], [-0.1, 0.0, 0.3], [0.0, 0.0, -0.1], [-0.1, 0.1, -0.1], [0.5, -0.2, -0.5], [-0.2, 0.0, 0.2], [-0.3, 0.3, -0.2], [0.3, -0.3, 0.0], [0.1, -0.2, 0.1], [0.0, 0.1, 0.2], [-0.2, -0.1, 0.0], [0.0, 0.2, 0.0], [-0.2, 0.0, 0.2], [-0.1, 0.1, 0.3], [0.1, 0.0, -0.1], [0.0, -0.1, 0.1], [0.2, 0.5, 0.0], [-0.1, -0.2, 0.1], [0.3, -0.3, 0.3], [0.1, 0.5, -0.1], [0.0, 0.2, -0.1], [0.0, -0.1, -0.1], [-0.2, 0.0, 0.1], [-0.1, -0.1, 0.0], [-0.2, -0.2, 0.0], [-0.1, -0.2, -0.1], [0.1, 0.1, 0.0]], "mulliken_charge": [-0.51, 0.39, 0.07, -0.62, 0.25, -0.77, -0.78, 1.33, -1.06, 1.92, -0.50, 0.16, -0.48, -0.15, -0.52, -0.13, -1.31, 1.22, -0.18, 0.46, -0.72, -0.80, -0.07, -0.01, -0.35, 0.46, -0.24, -0.14, -0.82, 1.15, -0.59, -0.61, -0.47, -0.14, -0.42, -0.50, 0.10, -0.14, 0.40, 0.40, -0.68, -0.47, 0.38, 0.14, 0.36, 0.43, -0.42, 0.16, 0.42, 0.33, 0.40, -0.92, 0.11, -1.01, 1.11, -0.01, 0.73, 0.35, 0.21, 0.30, 0.42, -1.47, 0.37, -0.10, -0.29, -0.12, 0.34, 0.30, 0.32, 0.39, 0.34, 0.21, -0.08, 0.35, 0.04, 0.43, -0.39, -0.45, 0.26, 0.24, 0.37, 0.21, 0.20, 0.22, 0.30, 0.38, -1.47, 0.93, -0.54, 0.01, -1.01, 0.23, 0.42, 0.39, 0.13, 0.29, 0.27, 0.42, -1.62, 0.77, -0.46, 0.39, -1.01, 0.27, 0.59, 0.39, -0.12, 0.31, 0.18, 0.38, -1.46, 0.98, -0.62, 0.04, -0.64, 0.32, 0.34, 0.35, 0.04, 0.23, 0.03, 0.34, -1.44, 0.84, -0.64, -0.06, -0.91, 0.31, 0.37, 0.37, 0.13, 0.28, 0.30, 0.36, -1.24, 0.79, -0.65, -0.05, -0.80, 0.29, 0.34, 0.35, 0.11, 0.25, 0.24, 0.39, -1.28, 0.80, -0.74, -0.16, -0.82, 0.25, 0.36, 0.40, 0.24, 0.29, 0.28, 0.32]}